[1]
A 6-piece molecular cluster, C16H32Br8O2 overall at a distorted geometry. Source: OMol25; level of theory: wB97M-V/def2-TZVPD.

energy = -21370.99113 Eh
spin multiplicity = 2
⟨S²⟩ = 0.756
frontier orbital gap (alpha / beta) = 8.7 / 2.5 eV
charge = +1
HOMO (alpha / beta) = -11.884 / -11.884 eV

Atoms and positions in Å:
C -0.3111 -6.0011 1.4048
C 0.2534 -4.7251 2.0172
C 1.1696 -4.1129 0.9950
O 1.1029 -4.9468 -0.1282
C 0.6815 -6.2404 0.2302
H -1.2943 -5.7984 0.9801
H -0.4550 -6.7153 2.2155
H 0.8783 -4.8799 2.8968
H -0.5310 -4.0463 2.3519
H 2.2204 -4.0870 1.2832
H 0.8405 -3.1511 0.6016
H 1.5757 -6.7497 0.5897
H 0.1501 -6.7559 -0.5698
C 1.3927 3.4034 -4.1400
C 0.1081 2.6726 -4.3805
C 0.3741 1.4982 -3.3791
O 1.7225 1.1572 -3.7410
C 2.4961 2.3441 -4.0244
H 1.2583 3.9698 -3.2185
H 1.7016 4.0822 -4.9350
H 0.0110 2.1772 -5.3465
H -0.7457 3.2755 -4.0715
H -0.3810 0.7318 -3.5544
H 0.0916 1.6476 -2.3369
H 3.0972 2.3325 -4.9336
H 3.1806 2.5320 -3.1971
Br -6.4230 1.3693 -0.8592
C -5.8473 2.0076 0.9299
C -6.1378 0.8200 1.9239
Br -8.0752 0.4959 2.2723
H -6.2610 2.9717 1.2252
H -4.7861 2.1866 0.7566
H -5.5741 1.0646 2.8242
H -5.6770 -0.0701 1.4956
Br -0.1179 -0.6432 -0.6281
C -1.1696 -1.0451 0.9198
C -1.9935 0.1690 1.1453
Br -3.0525 -0.0880 2.8024
H -0.5061 -1.1606 1.7769
H -1.7894 -1.9018 0.6554
H -2.6133 0.4550 0.2955
H -1.3521 1.0318 1.3247
Br 0.7502 2.4022 2.7328
C 1.9780 3.9128 2.8494
C 1.2933 5.2626 2.8778
Br 2.4921 6.8077 3.1052
H 2.5936 3.8530 1.9518
H 2.7278 3.8000 3.6324
H 0.6856 5.3593 3.7775
H 0.7598 5.4483 1.9457
Br 4.3429 -0.9975 -2.8529
C 3.5105 -0.4532 -1.1340
C 3.3415 -1.6221 -0.1374
Br 2.6287 -0.8981 1.5389
H 2.5488 -0.0326 -1.4277
H 4.1852 0.3048 -0.7361
H 4.3080 -2.1054 0.0057
H 2.6415 -2.3185 -0.5991

Atoms 1-6, force components in eV/Å:
0.18 0.63 -0.15
0.10 0.73 1.37
-0.11 -0.17 -1.16
-0.39 -0.09 -1.78
-0.47 -0.37 1.70
-0.04 0.00 -0.01



[2]
A 2-piece molecular cluster, C4H9NOS overall at a distorted geometry. Source: OMol25; level of theory: wB97M-V/def2-TZVPD.

energy = -685.92753 Eh
relative energy (zero: lowest compared OMol25 entry of this formula, charge and spin) = 240.0 kJ/mol
frontier orbital gap = 8.9 eV
charge = 0
HOMO = -8.297 eV

Atoms and positions in Å:
C -1.1873 -1.2081 -0.8302
C -0.2411 1.4944 -0.1174
C -0.0605 -0.2155 1.6961
C 0.1421 0.0420 0.2424
N -0.4338 -2.2212 -1.1667
O -2.3367 -0.8670 -1.0211
S 1.7675 -0.5329 -0.2460
H 0.3198 2.1364 0.5730
H -0.0831 1.6783 -1.2509
H -1.3361 1.6760 -0.1563
H -1.0768 0.0347 1.9098
H 0.7274 0.3520 2.1362
H 0.1066 -1.2833 1.7096
H 0.5009 -2.1245 -0.6706
H -0.7894 -3.1223 -1.5116
H 1.5195 -0.6579 -1.5959

Atoms 1-6, force components in eV/Å:
-0.25 3.64 1.63
-0.08 -0.88 -2.58
0.34 -1.16 -1.87
-3.10 -0.34 -3.03
1.25 -1.35 0.48
1.62 -0.76 0.23



[3]
A 2-piece molecular cluster, C20H19N5O6S overall at a distorted geometry. Source: OMol25; level of theory: wB97M-V/def2-TZVPD.

energy = -1896.56215 Eh
relative energy (zero: lowest compared OMol25 entry of this formula, charge and spin) = 59.2 kJ/mol
frontier orbital gap = 3.3 eV
SMILES = O=[N+]([O-])c1cc([N+](=O)[O-])c2nonc2c1.CO/C(=C1\SC(C)=C(C)N1C)c1ccccc1
charge = 0
HOMO = -6.344 eV

Atoms and positions in Å:
O -2.9701 -1.8541 -3.1910
N -2.8204 -2.0657 -1.9665
O -3.6439 -1.6711 -1.1041
C -1.6762 -2.8299 -1.5427
C -0.8228 -3.3841 -2.5369
C 0.1988 -4.2669 -2.1781
N 1.1416 -4.7011 -3.1960
O 2.1018 -5.4450 -2.9270
O 0.9302 -4.2552 -4.3523
C 0.3450 -4.6195 -0.7645
N 1.2048 -5.4804 -0.1765
O 0.8830 -5.4202 1.1708
N -0.1891 -4.5043 1.4678
C -0.5134 -4.0347 0.2272
C -1.5124 -3.1108 -0.1654
H -0.9928 -3.1473 -3.5869
H -2.1808 -2.7239 0.6065
C -0.4506 4.2380 2.0905
O -0.3865 3.3313 3.2197
C -0.3671 1.9636 3.0917
C 0.9072 1.3934 3.0638
S 2.3504 2.3789 3.0256
C 3.3365 0.9751 3.1107
C 4.8151 1.1144 3.1525
C 2.6017 -0.1764 3.1592
C 3.0810 -1.5877 3.1005
N 1.2485 0.0684 3.2329
C 0.2685 -0.9974 3.4072
C -1.6735 1.3366 3.0409
C -2.0366 0.6196 1.8863
C -3.2831 -0.0099 1.8474
C -4.1661 0.1169 2.9226
C -3.8454 0.9429 4.0095
C -2.6073 1.5836 4.0663
H -0.4829 5.2263 2.5544
H 0.4475 4.1428 1.4639
H -1.3569 4.0789 1.4891
H 5.2904 0.1283 3.1333
H 5.1881 1.7002 2.2992
H 5.1421 1.6349 4.0664
H 4.1577 -1.6034 2.9044
H 2.9115 -2.1443 4.0341
H 2.5941 -2.1438 2.2838
H 0.7555 -1.8631 3.8683
H -0.5452 -0.6708 4.0621
H -0.1404 -1.3201 2.4405
H -1.3308 0.5978 1.0523
H -3.5468 -0.5933 0.9619
H -5.1228 -0.4196 2.9075
H -4.5614 1.1025 4.8123
H -2.3305 2.2644 4.8727

Atoms 1-6, force components in eV/Å:
0.64 -0.57 2.49
-2.88 1.87 -0.98
2.05 -0.99 -1.65
0.90 -1.37 2.78
1.23 -1.21 0.11
-1.12 1.13 1.12



[4]
A 2-piece molecular cluster, C3H5ClSi overall at a distorted geometry. Source: OMol25; level of theory: wB97M-V/def2-TZVPD.

energy = -866.75599 Eh
relative energy (zero: lowest compared OMol25 entry of this formula, charge and spin) = 533.5 kJ/mol
frontier orbital gap = 7.0 eV
charge = 0
HOMO = -9.119 eV

Atoms and positions in Å:
C -3.0179 -0.7750 0.0603
C -2.0852 -0.0061 -0.1215
C 1.3456 -0.6091 -0.0481
Si 0.6865 1.1591 0.2543
Cl 3.1089 -0.2679 -0.3982
H -3.9198 -1.2815 0.4213
H 0.7709 -0.8894 -0.9492
H 1.0437 -1.3871 0.7136
H 1.5296 2.2068 1.0875
H 0.5376 1.8501 -1.0199

Atoms 1-6, force components in eV/Å:
-0.27 0.35 0.69
1.66 0.36 0.73
-1.20 0.36 0.57
-0.33 -0.53 -0.87
-1.09 -0.52 0.34
0.85 0.31 -0.69



[5]
A 2-piece molecular cluster, C4HBr2ClN2 overall at a distorted geometry. Source: OMol25; level of theory: wB97M-V/def2-TZVPD.

energy = -5870.57079 Eh
relative energy (zero: lowest compared OMol25 entry of this formula, charge and spin) = 228.4 kJ/mol
frontier orbital gap (alpha / beta) = 8.5 / 4.7 eV
charge = 0
HOMO (alpha / beta) = -10.322 / -8.149 eV

Atoms and positions in Å:
C 0.1712 0.8106 -0.3707
C 2.1107 -0.5163 -0.7772
C -0.1664 -1.5440 -0.5050
C 0.7663 -0.4726 -0.6057
N -0.1773 1.9293 -0.4121
N 3.2899 -0.3685 -0.5525
Cl 0.2178 -3.1306 -0.4845
Br 4.6093 0.0330 -1.8950
Br -0.0058 2.3604 3.1561
H -1.1864 -1.0728 -0.3267

Atoms 1-6, force components in eV/Å:
-0.04 3.09 -1.05
1.82 0.59 0.31
-0.55 4.11 0.18
-1.68 -1.70 0.58
0.49 -2.50 0.58
-1.40 -0.46 0.31



[6]
A 2-piece molecular cluster, C8H16ClFIO4SSi overall. Source: OMol25; level of theory: wB97M-V/def2-TZVPD.

energy = -2160.90985 Eh
relative energy (zero: lowest compared OMol25 entry of this formula, charge and spin) = 0.0 kJ/mol
frontier orbital gap = 5.3 eV
charge = -1
HOMO = -3.667 eV

Atoms and positions in Å:
C -2.1569 0.8979 -5.0898
C -1.1339 0.0199 -4.4013
F -0.4605 0.7984 -3.4407
Si -1.9053 -1.4695 -3.4951
I -0.4715 -3.4234 -3.8494
C -2.1158 -1.1318 -1.6775
C -0.8316 -1.1218 -0.8425
C -1.0951 -0.7090 0.6108
C -0.1372 -1.3887 1.5832
S 0.0648 -0.5032 3.1151
O -1.2198 -0.0865 3.5892
O 0.9667 -1.2266 3.9468
Cl 1.0245 1.1667 2.4659
H -1.6745 1.7543 -5.5639
H -2.8982 1.2693 -4.3775
H -2.6832 0.3226 -5.8555
H -0.3791 -0.3190 -5.1151
H -3.1929 -1.7951 -4.1473
H -2.8192 -1.8723 -1.2796
H -2.6145 -0.1555 -1.6028
H -0.3673 -2.1131 -0.8786
H -0.1088 -0.4363 -1.2918
H -1.0030 0.3747 0.7169
H -2.1222 -0.9553 0.8922
H 0.8686 -1.5161 1.1789
H -0.4987 -2.3662 1.9163
C 3.7519 1.8198 4.9596
C 4.6539 2.9362 4.3726
O 4.1418 4.0762 4.2902
O 5.7812 2.5554 3.9813
H 2.7795 2.2090 5.2645
H 3.6115 1.0371 4.2099
H 4.2446 1.3518 5.8148

Atoms 1-6, force components in eV/Å:
-0.11 -0.03 -0.02
-0.05 -0.04 -0.04
0.09 0.03 0.05
0.00 0.02 -0.06
0.02 -0.03 0.01
-0.02 0.04 0.04



[7]
A 5-piece molecular cluster, C42H40Br2F7N3O10P2 overall at a distorted geometry. Source: OMol25; level of theory: wB97M-V/def2-TZVPD.

energy = -9071.03071 Eh
frontier orbital gap = 8.2 eV
SMILES = Cc1c(CCCC(=O)O)c(P(=O)(O)O)c(P(=O)(O)O)c2nc(CON=O)c(CC[C@@](F)(Br)C(F)(F)Br)nc12.Fc1ccccc1.Fc1ccccc1.Fc1ccccc1.Fc1ccccc1
charge = 0
HOMO = -9.262 eV

Atoms and positions in Å:
C -2.8157 2.1230 2.8339
C -3.0819 0.8193 2.1182
C -4.3596 0.3503 1.8324
C -5.5306 1.2386 2.2164
C -6.3161 1.7171 0.9553
C -6.1565 3.2297 0.7106
C -6.3384 3.4827 -0.7567
O -7.3907 3.7520 -1.2274
O -5.2318 3.3189 -1.5495
C -4.5523 -0.9214 1.1629
P -6.2530 -1.5438 0.8631
O -6.7300 -1.1914 -0.4774
O -6.2636 -3.1011 1.1405
O -7.2584 -0.9843 1.9723
C -3.4240 -1.6361 0.7520
P -3.5266 -3.2244 -0.1579
O -3.7098 -4.3352 0.7864
O -4.6637 -3.0488 -1.2343
O -2.2421 -3.4878 -1.0587
C -2.1264 -1.1343 1.0534
N -1.0444 -1.8865 0.6906
C 0.1336 -1.4326 0.9968
C 1.3093 -2.2699 0.5294
O 1.0097 -2.7421 -0.8089
N 1.0781 -1.5910 -1.6199
O 0.4397 -1.7078 -2.5845
C 0.2958 -0.2114 1.7098
C 1.6761 0.2763 2.0929
C 1.6593 0.7578 3.5720
C 2.8129 0.1782 4.3637
F 2.7679 0.6655 5.6252
Br 2.5898 -1.7597 4.5471
C 4.2136 0.4897 3.7272
F 4.1665 1.6018 3.0005
F 4.6275 -0.5221 2.9546
Br 5.5761 0.6860 5.1245
N -0.7031 0.5414 2.0682
C -1.9422 0.0643 1.7385
H -2.9073 2.9361 2.1139
H -1.8550 2.1166 3.3261
H -3.5580 2.3124 3.5992
H -5.2151 2.1467 2.7032
H -6.1865 0.7283 2.9095
H -6.0833 1.1361 0.0691
H -7.3675 1.5449 1.1657
H -6.9374 3.8041 1.1952
H -5.1782 3.5769 1.0356
H -4.9095 4.1825 -1.8311
H -7.0473 -3.3348 1.6517
H -8.0349 -0.6294 1.5230
H -4.7444 -3.9102 -1.6700
H -1.6410 -4.0483 -0.5559
H 1.4369 -3.1674 1.1233
H 2.2083 -1.6723 0.4490
H 1.9602 1.1251 1.4779
H 2.4033 -0.5201 2.0407
H 0.7708 0.4056 4.0839
H 1.6771 1.8407 3.6538
F -2.0252 3.8282 -1.5816
C -1.5649 2.9936 -2.5408
C -1.0274 3.5285 -3.6928
C -0.5526 2.6697 -4.6740
C -0.6297 1.2949 -4.4945
C -1.1781 0.7779 -3.3289
C -1.6467 1.6310 -2.3393
H -0.9833 4.6018 -3.8180
H -0.1228 3.0763 -5.5796
H -0.2626 0.6269 -5.2624
H -1.2474 -0.2875 -3.1876
H -2.0733 1.2472 -1.4204
F 4.1509 -8.0653 -3.0021
C 3.5031 -6.8931 -3.1555
C 3.6886 -6.1727 -4.3170
C 3.0150 -4.9701 -4.4702
C 2.1796 -4.5011 -3.4652
C 2.0094 -5.2383 -2.3006
C 2.6727 -6.4490 -2.1466
H 4.3493 -6.5517 -5.0852
H 3.1430 -4.3966 -5.3785
H 1.6619 -3.5640 -3.5945
H 1.3660 -4.8816 -1.5154
H 2.5496 -7.0471 -1.2532
F 5.5602 -3.0760 6.4073
C 6.4742 -3.5101 5.5166
C 6.6349 -2.8207 4.3315
C 7.5797 -3.2686 3.4198
C 8.3396 -4.3968 3.6982
C 8.1580 -5.0768 4.8947
C 7.2219 -4.6308 5.8167
H 6.0298 -1.9503 4.1299
H 7.7224 -2.7348 2.4897
H 9.0728 -4.7451 2.9831
H 8.7464 -5.9579 5.1120
H 7.0704 -5.1419 6.7581
F -0.9524 6.8458 -4.6982
C 0.3138 7.2964 -4.5858
C 0.8589 8.0381 -5.6145
C 2.1606 8.5015 -5.4929
C 2.9016 8.2128 -4.3558
C 2.3377 7.4613 -3.3348
C 1.0339 7.0013 -3.4444
H 0.2677 8.2473 -6.4960
H 2.5965 9.0896 -6.2891
H 3.9176 8.5730 -4.2664
H 2.9141 7.2307 -2.4491
H 0.5782 6.4195 -2.6537

Atoms 1-6, force components in eV/Å:
-0.68 -0.18 -0.05
-0.15 -0.09 0.09
0.34 0.22 0.35
-0.16 -0.08 -0.97
-0.35 0.11 0.99
0.31 -0.34 -0.48



[8]
A 2-piece molecular cluster, C9H14O overall at a distorted geometry. Source: OMol25; level of theory: wB97M-V/def2-TZVPD.

energy = -426.50620 Eh
relative energy (zero: lowest compared OMol25 entry of this formula, charge and spin) = 174.8 kJ/mol
frontier orbital gap = 9.0 eV
SMILES = Cc1ccc(O)cc1.CC
charge = 0
HOMO = -8.169 eV

Atoms and positions in Å:
C -1.2452 2.2558 1.6338
C -0.4446 1.0738 1.8403
C 0.1603 0.5905 0.6161
C 1.1006 -0.3336 0.5488
C 1.5097 -0.8542 1.8288
O 2.4964 -1.7629 1.7073
C 0.9038 -0.4825 3.0151
C -0.0407 0.5436 3.0689
H -0.6144 3.1302 1.4269
H -2.0431 2.5487 2.3737
H -1.8876 1.9863 0.7301
H -0.0979 1.1013 -0.3516
H 1.5444 -0.8570 -0.1579
H 2.2638 -2.4744 2.3941
H 1.1496 -0.9823 3.9182
H -0.5360 0.8937 4.0100
C -0.1885 -0.3502 -3.0605
C -0.9196 -1.2410 -4.0944
H -0.2949 0.6596 -3.3668
H -0.5025 -0.6540 -2.1100
H 0.9279 -0.4313 -2.9384
H -1.9808 -1.2318 -3.8003
H -0.6317 -0.8619 -5.1514
H -0.6290 -2.2664 -4.0810

Atoms 1-6, force components in eV/Å:
-3.36 1.24 -0.96
2.28 -1.26 -0.05
-2.05 2.75 -0.89
0.00 -0.32 6.40
-1.29 1.17 -1.28
-0.15 -2.79 2.31